(1)
Formula: C15H34CsNO7S
Source: the Open Molecules 2025 dataset
Level of theory: wB97M-V/def2-TZVPD

## Properties
Highest occupied orbital energy (eV): -1.31
Gap between HOMO and LUMO (hartree): 0.184
Total charge: -2
Strongest force on any atom (eV Å⁻¹): 3.22

Each line ends with the Löwdin charge.
Atoms and positions in Å:
Cs: -0.1734 1.5529 0.3541  1.057
C: -2.4327 -2.9691 -1.8469  -0.039
C: -2.5103 -1.4637 -2.1691  -0.487
C: -3.7957 -1.1968 -3.0211  -0.168
C: -5.0962 -1.2683 -2.2680  -0.182
C: -4.9536 -0.2837 -1.0442  -0.137
C: -3.7297 -0.6379 -0.1733  -0.571
N: -2.5218 -0.6178 -0.9261  -0.222
O: -1.4358 -0.9741 -0.1014  -0.474
C: -3.9517 -1.9103 0.6769  -0.043
C: -3.6668 0.5640 0.8543  -0.079
C: -1.2718 -0.9965 -2.9320  -0.049
H: -1.8069 -3.5249 -2.5319  0.069
H: -3.3682 -3.3878 -1.9593  0.026
H: -2.0438 -3.1011 -0.8039  0.091
H: -3.6916 -1.8111 -3.8938  0.102
H: -3.7092 -0.1894 -3.4446  0.109
H: -5.3658 -2.2624 -1.8841  0.100
H: -5.8048 -0.9046 -2.9995  0.089
H: -5.9502 -0.2711 -0.4739  0.123
H: -4.7032 0.7945 -1.3104  0.122
H: -4.1939 -2.7063 0.0076  0.042
H: -4.7619 -1.6497 1.4405  0.093
H: -3.0217 -2.0581 1.2358  0.074
H: -2.9823 0.3806 1.6242  0.035
H: -4.6778 0.6178 1.2393  0.059
H: -3.3916 1.5083 0.2950  0.072
H: -1.1094 -1.6128 -3.7788  0.052
H: -0.4173 -1.0596 -2.2400  0.083
H: -1.4006 -0.0111 -3.4156  0.081
S: 3.3754 1.7447 1.0166  0.163
O: 4.6053 2.4694 1.3089  -0.392
O: 2.5920 2.5544 0.0230  -0.594
O: 3.6196 0.4648 0.3717  -0.399
O: 2.5045 1.5477 2.2037  -0.468
C: 3.0988 -2.5549 -3.0943  -0.051
C: 3.6914 -1.7517 -1.8735  -0.521
C: 4.7805 -2.4847 -1.2559  -0.085
O: 4.1372 -0.4348 -2.2328  -0.095
H: 2.4316 -1.9590 -3.7095  0.062
H: 2.6949 -3.4790 -2.7081  0.058
H: 3.9728 -2.8628 -3.7167  0.069
H: 2.8494 -1.5408 -1.2388  0.123
H: 5.0709 -2.0375 -0.3131  0.083
H: 5.5802 -2.4234 -1.9892  0.083
H: 4.5245 -3.4900 -0.9899  0.066
H: 3.9913 0.1599 -1.4258  0.076
C: 1.5519 4.1891 4.3718  -0.056
C: 3.0468 3.7509 4.2945  -0.526
C: 3.9538 4.5035 5.3064  -0.070
O: 3.2046 2.3967 4.5388  -0.082
H: 1.0292 3.7922 3.4814  0.064
H: 1.3818 5.2740 4.3711  0.054
H: 1.1081 3.7372 5.2885  0.076
H: 3.5089 3.9978 3.3270  0.125
H: 4.0360 3.9908 6.2717  0.065
H: 3.7187 5.5425 5.4193  0.043
H: 4.9155 4.4075 4.7533  0.080
H: 2.9640 1.9457 3.6900  0.020

=====

(2)
Formula: C40H78O16
Source: the Open Molecules 2025 dataset
Level of theory: wB97M-V/def2-TZVPD

## Properties
Highest occupied orbital energy (eV): -8.91
Gap between HOMO and LUMO (hartree): 0.354
SMILES: CCOCCOCCOC[C@@H]1COC(=O)O1.CC(C)=O.CC(C)=O.CC(C)=O.CC(C)=O.CC(C)=O.CC(C)=O.CC(C)=O.CC(C)=O.CC(C)=O.CC(C)=O
Total charge: 0
Strongest force on any atom (eV Å⁻¹): 0.52

Each line ends with the Löwdin charge.
Atoms and positions in Å:
C: -0.6786 -0.3711 -0.1816  -0.060
C: 0.7977 -0.3486 -0.5235  -0.255
O: 1.1316 0.8612 -1.2082  -0.152
C: 2.5178 1.0609 -1.3382  -0.196
C: 3.0512 2.0702 -0.3219  -0.175
O: 2.2390 3.2293 -0.3242  -0.137
C: 1.8965 3.7559 0.9392  -0.189
C: 0.6465 3.1026 1.5089  -0.164
O: 0.8453 1.8280 2.0941  -0.130
C: 1.5872 1.8377 3.2815  -0.150
C: 1.4903 0.4718 3.9718  -0.200
C: 2.8238 -0.1716 4.3308  -0.082
O: 2.4850 -1.5672 4.2837  0.035
C: 1.6149 -1.6789 3.2445  -0.586
O: 1.4779 -2.6508 2.5750  0.169
O: 0.9300 -0.5321 3.0909  0.065
H: -0.8848 -1.1675 0.5351  0.078
H: -1.2807 -0.5060 -1.0786  0.049
H: -0.9551 0.5843 0.2710  0.078
H: 1.0578 -1.1953 -1.1772  0.122
H: 1.4010 -0.4337 0.3887  0.102
H: 2.7326 1.4054 -2.3564  0.121
H: 3.0507 0.1115 -1.1802  0.125
H: 4.0741 2.3576 -0.6026  0.126
H: 3.0888 1.6074 0.6718  0.116
H: 1.6873 4.8219 0.7949  0.125
H: 2.7494 3.6860 1.6281  0.120
H: 0.1491 3.7727 2.2282  0.129
H: -0.0301 2.9301 0.6666  0.130
H: 2.6489 2.0657 3.0925  0.120
H: 1.2077 2.6126 3.9639  0.137
H: 0.8355 0.5149 4.8483  0.155
H: 3.2140 0.0914 5.3109  0.144
H: 3.5679 0.0301 3.5525  0.135
C: -0.1192 1.9575 -4.5982  -0.007
C: -0.9201 0.8082 -4.0400  -0.484
O: -1.5651 0.9321 -3.0263  0.061
C: -0.8642 -0.4995 -4.7912  -0.012
H: -0.2250 2.8227 -3.9510  0.059
H: 0.9368 1.6864 -4.6627  0.085
H: -0.4606 2.2135 -5.6038  0.079
H: 0.1693 -0.8491 -4.8458  0.084
H: -1.2244 -0.3585 -5.8127  0.077
H: -1.4872 -1.2401 -4.2964  0.074
C: 7.5662 -2.8193 4.3782  -0.028
C: 6.1657 -2.3281 4.6257  -0.488
O: 5.8750 -1.1530 4.5438  0.057
C: 5.1314 -3.3645 4.9941  -0.013
H: 8.2176 -1.9872 4.1242  0.082
H: 7.9581 -3.3188 5.2646  0.068
H: 7.5634 -3.5457 3.5631  0.089
H: 5.4331 -3.8845 5.9055  0.086
H: 5.0387 -4.1046 4.1975  0.092
H: 4.1783 -2.8685 5.1430  0.059
C: -5.7734 0.0869 -5.7626  -0.022
C: -4.8392 -0.3304 -4.6572  -0.494
O: -4.1725 -1.3397 -4.7320  0.050
C: -4.7356 0.5989 -3.4744  -0.018
H: -5.7211 -0.6362 -6.5738  0.083
H: -6.7995 0.1555 -5.3956  0.085
H: -5.4684 1.0671 -6.1305  0.052
H: -5.7052 0.6862 -2.9771  0.084
H: -4.4449 1.5938 -3.8160  0.089
H: -3.9876 0.2341 -2.7744  0.063
C: -3.0135 -2.6918 6.8611  -0.028
C: -2.0617 -1.6721 6.2846  -0.495
O: -1.9846 -0.5513 6.7337  0.067
C: -1.2094 -2.1207 5.1256  -0.003
H: -3.5659 -2.2467 7.6860  0.078
H: -3.7098 -3.0312 6.0926  0.084
H: -2.4648 -3.5657 7.2163  0.089
H: -1.8330 -2.4466 4.2917  0.100
H: -0.5873 -2.9657 5.4281  0.099
H: -0.5805 -1.2995 4.8013  0.057
C: -3.0324 3.6905 -8.9468  -0.019
C: -4.3744 3.0614 -8.6886  -0.489
O: -4.6214 2.5062 -7.6415  0.054
C: -5.3915 3.1409 -9.8006  -0.020
H: -2.4041 3.5824 -8.0659  0.080
H: -2.5444 3.2087 -9.7946  0.065
H: -3.1522 4.7499 -9.1821  0.088
H: -4.9950 2.6646 -10.6988  0.086
H: -5.5948 4.1849 -10.0454  0.084
H: -6.3122 2.6484 -9.4982  0.080
C: -0.3222 5.2083 -2.0586  -0.023
C: -0.6467 5.6938 -3.4500  -0.507
O: 0.0403 5.4069 -4.4026  0.060
C: -1.8890 6.5401 -3.5981  -0.025
H: 0.5815 4.6045 -2.0629  0.075
H: -0.1920 6.0619 -1.3891  0.085
H: -1.1498 4.6081 -1.6733  0.091
H: -1.8069 7.4368 -2.9810  0.083
H: -2.7610 5.9818 -3.2528  0.085
H: -2.0228 6.8222 -4.6395  0.079
C: 1.9335 2.1538 -10.1912  -0.022
C: 0.5514 1.7019 -9.7892  -0.494
O: -0.4425 2.1678 -10.2962  0.059
C: 0.4698 0.6452 -8.7149  -0.020
H: 1.8638 2.9139 -10.9649  0.081
H: 2.4598 2.5574 -9.3245  0.087
H: 2.5111 1.3043 -10.5599  0.085
H: 0.9513 1.0028 -7.8025  0.079
H: 0.9988 -0.2548 -9.0335  0.087
H: -0.5705 0.4047 -8.5094  0.079
C: 10.6299 -2.7708 8.2983  -0.022
C: 11.1329 -2.9969 6.8932  -0.498
O: 10.3799 -3.2377 5.9793  0.065
C: 12.6252 -2.9046 6.6879  -0.024
H: 9.5469 -2.8601 8.3234  0.080
H: 11.0750 -3.5008 8.9767  0.085
H: 10.9242 -1.7786 8.6448  0.085
H: 13.1343 -3.6392 7.3144  0.085
H: 12.9826 -1.9169 6.9841  0.085
H: 12.8659 -3.0837 5.6434  0.081
C: -6.2208 -1.4155 -0.0160  -0.025
C: -4.8491 -1.7383 -0.5642  -0.507
O: -3.8631 -1.1463 -0.1982  0.071
C: -4.7769 -2.8266 -1.6079  -0.019
H: -6.1454 -0.6160 0.7170  0.080
H: -6.8844 -1.1102 -0.8274  0.079
H: -6.6572 -2.3017 0.4485  0.081
H: -5.3891 -2.5604 -2.4717  0.076
H: -5.1640 -3.7632 -1.2011  0.083
H: -3.7473 -2.9584 -1.9294  0.085
C: -5.5477 -5.3118 10.0758  -0.025
C: -5.3150 -5.2652 8.5846  -0.510
O: -4.4619 -5.9338 8.0521  0.066
C: -6.1990 -4.3304 7.7937  -0.032
H: -4.8550 -6.0121 10.5352  0.081
H: -5.4076 -4.3187 10.5066  0.085
H: -6.5742 -5.6183 10.2849  0.084
H: -6.0702 -3.3070 8.1504  0.081
H: -7.2486 -4.6016 7.9183  0.084
H: -5.9357 -4.3852 6.7403  0.077

=====

(3)
Formula: C4H5BrS
Source: the Open Molecules 2025 dataset
Level of theory: wB97M-V/def2-TZVPD

## Properties
Highest occupied orbital energy (eV): -8.96
Relative energy (zero: lowest compared OMol25 entry of this formula, charge and spin) (eV): 3.192
Gap between HOMO and LUMO (hartree): 0.358
Total charge: 0
Strongest force on any atom (eV Å⁻¹): 6.45

Each line ends with the Löwdin charge.
Atoms and positions in Å:
C: 1.0545 -0.0118 1.9648  -0.068
C: 1.4162 0.3481 3.0433  -0.807
C: -0.3956 -0.5783 -0.4055  -0.204
C: 0.9275 -0.3736 0.0494  -0.666
S: 1.6504 1.1084 -0.5072  0.798
Br: 1.5781 0.8344 4.7376  0.755
H: -1.3426 -0.1112 0.0408  0.130
H: -0.4566 -1.6742 -0.4684  0.088
H: -0.4407 -0.2710 -1.4669  0.076
H: 1.6344 -1.1584 -0.1240  0.069
H: 0.6584 1.5031 -1.2024  -0.171

=====

Q: Which of these has the lowest total charge?
A: C15H34CsNO7S

=====

Q: The lowest highest occupied orbital energy belongs to which entry?
A: C4H5BrS

=====

Q: The lowest total charge belongs to which entry?
A: C15H34CsNO7S

=====

Q: Which of these has the highest gap between HOMO and LUMO?
A: C4H5BrS